(1)
Here is a 14-piece molecular cluster, C5H35NO15 overall at a distorted geometry from the OMol25 dataset. Energies are from ωB97M-V/def2-TZVPD.

The geometry in XYZ format:
```
56
Properties=species:S:1:pos:R:3
C 1.92431 -0.43046 -1.01828
N 1.60152 -0.78039 -2.42269
C 0.63557 -0.11748 -3.09097
O 0.46688 -0.38915 -4.28089
C 1.82273 -1.78188 -0.25194
C 3.05469 -1.97935 0.69934
C 3.13826 -0.87014 1.70045
O 2.01593 -0.57558 2.30580
H 2.96604 -0.10641 -0.97900
H 1.30078 0.31661 -0.55117
H 2.39715 -1.10675 -2.94458
H -0.01075 0.63509 -2.61841
H 2.04347 -2.59563 -0.95337
H 0.88381 -1.97493 0.25127
H 3.98392 -2.04483 0.11405
H 2.91912 -2.96351 1.17485
H 3.88841 -0.09237 1.59838
H 4.43202 1.06677 -1.08473
H 5.06068 0.52203 0.11794
O 5.12095 0.43879 -0.84437
H -2.12290 -2.19946 2.88214
H -2.53046 -0.85915 2.80987
O -1.90243 -1.37018 3.34087
H -1.82496 -2.80824 -4.00807
H -1.71112 -1.29484 -4.15151
O -1.84129 -1.99419 -3.50013
H -2.36465 2.11184 1.42534
H -1.88792 0.98640 2.43951
O -2.61937 1.58234 2.18964
H 2.17308 1.64713 1.13392
H 2.89051 2.74560 0.26530
O 2.75810 1.80027 0.34693
H -2.00102 -2.26788 -0.51853
H -1.14384 -1.83900 -1.80152
O -1.18823 -2.40829 -1.02616
H 2.10477 3.51400 -1.82189
H 1.29985 3.31233 -0.46774
O 1.25091 3.56755 -1.39013
H 0.10438 -0.12703 0.97101
H -0.23470 -0.64355 2.27217
O -0.65124 -0.09527 1.57943
H -3.66304 0.23237 -1.01690
H -4.18578 1.56620 -1.68647
O -4.43831 0.74969 -1.24813
H 0.46597 1.46796 2.42329
H 1.89156 2.16394 3.14805
O 1.22381 2.05790 2.47836
H -3.80093 0.54072 1.77004
H -4.93695 0.24580 0.73561
O -4.40076 -0.17712 1.41785
H -3.67089 -1.59322 0.84442
H -4.05897 -2.98615 1.17906
O -3.28618 -2.51300 0.84756
H -1.16004 2.72246 -0.46299
H -2.13076 3.91814 0.05891
O -2.05172 3.07349 -0.38078
```

Summary:
E_tot	-37954.932	eV
charge	-1
gap between HOMO and LUMO (spin up / spin down)	3.07 / 6.29	eV
LUMO energy (spin up / spin down)	2.18 / 2.17	eV
spin multiplicity	2

***

(2)
Here is a 14-piece molecular cluster, C5H35NO15 overall at a distorted geometry from the OMol25 dataset. Energies are from ωB97M-V/def2-TZVPD.

The geometry in XYZ format:
```
56
Properties=species:S:1:pos:R:3
O -4.05377 1.75667 0.44111
C -3.42746 0.72809 0.26557
N -2.28089 0.68020 -0.46113
C -1.45719 -0.52699 -0.26049
C -0.64451 -0.78388 -1.51983
C -0.32979 -2.24838 -1.68427
O 0.54825 -2.50118 -2.47597
C -0.49094 -0.56628 0.96886
H -3.76416 -0.21811 0.73595
H -1.90543 1.55879 -0.78419
H -2.19910 -1.30219 -0.04216
H -1.18070 -0.47228 -2.43846
H 0.30513 -0.23315 -1.60694
H -0.80222 -2.99122 -1.03103
H 0.32313 -1.25952 0.75505
H -0.14439 0.39823 1.31788
H -1.01337 -1.04768 1.80083
H 1.08961 1.44577 2.81851
H 0.93711 0.04651 3.62671
O 1.50634 0.64891 3.14871
H 2.73687 -2.58070 0.07770
H 1.45777 -3.44822 0.17164
O 1.93357 -2.83651 -0.39904
H 0.97413 0.28279 -3.85300
H 0.84609 1.14754 -5.05650
O 0.89704 1.21725 -4.09800
H 3.39245 -0.62945 0.32902
H 2.86006 -0.73886 1.83180
O 3.46940 -1.10126 1.17846
H 0.22075 2.92008 0.77221
H -1.06981 3.39102 1.57482
O -0.18832 3.02055 1.66099
H 2.66654 -2.61264 2.82749
H 1.51255 -2.95821 3.50412
O 1.71741 -2.65277 2.62163
H -3.05083 -3.32683 2.78783
H -1.76507 -2.99965 1.74512
O -2.58677 -2.77392 2.16516
H -1.12706 3.59074 -3.03818
H -0.72272 2.16128 -2.53837
O -0.96759 3.05268 -2.26192
H 4.82752 0.80151 0.12359
H 3.52572 1.42914 0.35191
O 4.02551 1.00834 -0.36355
H -2.26812 -0.15803 3.43503
H -2.47759 0.70236 4.68920
O -2.42232 -0.20196 4.38385
H 1.16395 -3.36677 -4.09831
H 2.57290 -3.45243 -3.31294
O 2.10600 -3.42883 -4.14261
H -2.68023 4.13753 -0.83972
H -3.62394 3.70167 -2.04370
O -3.00687 4.34689 -1.71283
H 1.57860 3.74382 -0.24059
H 1.10992 2.65592 -1.35952
O 1.34683 2.84362 -0.44750
```

Summary:
E_tot	-37954.466	eV
gap between HOMO and LUMO	9.70	eV
LUMO energy	0.01	eV

***

(3)
Here is a 12-piece molecular cluster, C5H36N2O11S overall at a distorted geometry from the OMol25 dataset. Energies are from ωB97M-V/def2-TZVPD.

The geometry in XYZ format:
```
55
Properties=species:S:1:pos:R:3
N 0.72804 -2.30476 2.82947
C -0.72881 -2.06939 2.53641
C -0.86806 -0.80459 1.56654
N -0.87920 -1.41525 0.23486
C -1.66934 -0.52612 -0.75659
C -1.85908 -1.19475 -2.12145
C -0.63290 -1.16043 -3.01110
S -0.58879 0.36964 -4.03371
H 1.34378 -2.37829 1.98872
H 0.93156 -3.14103 3.37938
H -1.30037 -2.88735 2.17922
H -1.09391 -1.83722 3.50880
H -0.07078 -0.04324 1.74039
H -1.86090 -0.32393 1.77878
H -0.05809 -1.71981 -0.21006
H -1.21674 0.47699 -1.08299
H -2.65033 -0.28791 -0.40956
H -2.79729 -0.81304 -2.62782
H -2.21492 -2.31731 -1.94183
H 0.11614 -1.19098 -2.21599
H -0.25349 -1.93707 -3.71199
H -1.67570 1.04558 -3.60317
O 0.46862 2.35639 -1.14053
H 0.58017 1.58996 -1.71443
H -0.11797 1.92212 -0.39304
O 1.67769 1.69155 2.76780
H 2.17933 1.00921 3.18796
H 0.79826 1.46789 2.75621
O 2.47201 -2.71490 -2.91597
H 2.38836 -2.95823 -1.95625
H 1.56386 -2.87221 -3.22987
O -2.63817 3.01969 1.64838
H -3.16182 2.21383 1.70897
H -2.26521 3.07749 0.74188
O 2.52861 -2.70897 -0.11308
H 2.41961 -1.75713 -0.35254
H 3.44058 -2.84312 0.28914
O 3.63294 -0.83108 2.00163
H 2.89426 -0.31487 2.18814
H 3.83959 -0.24608 1.11345
O 3.01151 1.85476 -0.08736
H 2.76293 2.44895 0.71872
H 2.44107 2.04682 -0.79761
O 2.01876 -0.49116 -1.29167
H 2.64552 -0.00436 -0.57868
H 2.73832 -0.79347 -1.98048
O -2.41515 2.80477 -0.89100
H -2.93397 3.19094 -1.65444
H -1.64666 2.84546 -1.41220
O -0.99892 2.05734 3.16496
H -0.80828 2.97839 3.40138
H -1.81158 2.11179 2.71662
O -3.80945 0.10714 2.40679
H -4.09895 -0.73858 2.66455
H -3.60605 0.47323 3.21717
```

Summary:
E_tot	-42104.394	eV
structure (SMILES)	NCCNCCCS.O.O.O.O.O.O.O.O.O.O.O
gap between HOMO and LUMO	8.76	eV
LUMO energy	0.06	eV